1.
A 9-piece molecular cluster, C50H124N8O4S overall at a distorted geometry, computed with the ωB97M-V functional and the def2-TZVPD basis.

Calculated values
* SMILES string: O=S1(=O)OCCO1.CCN(CC)CC.CCN(CC)CC.CCN(CC)CC.CCN(CC)CC.CCN(CC)CC.CCN(CC)CC.CCN(CC)CC.CCN(CC)CC
* net charge: 0
* orbital gap: 8.086 eV

```
187
Properties=species:S:1:pos:R:3:lowdin_charge:R:1
C -0.841 2.586 3.425 -0.07
C -1.240 1.178 3.833 -0.27
N -0.568 0.726 5.036 -0.17
C -1.172 -0.485 5.587 -0.27
C -2.415 -0.143 6.428 -0.07
C 0.855 0.480 4.729 -0.26
C 1.695 0.168 5.945 -0.08
H -0.815 3.235 4.304 0.08
H -1.685 3.019 2.882 0.07
H 0.087 2.623 2.862 0.06
H -2.317 1.180 4.044 0.09
H -1.219 0.504 2.961 0.09
H -1.401 -1.199 4.776 0.11
H -0.512 -1.052 6.243 0.09
H -2.092 0.604 7.156 0.08
H -3.261 0.186 5.833 0.05
H -2.597 -1.000 7.082 0.07
H 1.141 1.424 4.268 0.09
H 0.988 -0.316 3.981 0.12
H 2.725 0.523 5.942 0.07
H 1.720 -0.871 6.281 0.06
H 1.240 0.671 6.808 0.08
C -3.506 3.140 -1.075 -0.08
C -3.821 3.546 -2.515 -0.27
N -4.763 2.672 -3.187 -0.19
C -6.099 2.905 -2.657 -0.26
C -7.176 1.956 -3.146 -0.09
C -4.622 2.676 -4.646 -0.26
C -3.310 2.059 -5.083 -0.08
H -3.532 2.044 -1.006 0.06
H -4.210 3.552 -0.355 0.06
H -2.470 3.269 -0.754 0.07
H -4.255 4.563 -2.433 0.11
H -2.887 3.816 -3.008 0.10
H -6.008 2.854 -1.571 0.10
H -6.407 3.952 -2.824 0.12
H -8.054 2.093 -2.515 0.07
H -7.443 2.122 -4.190 0.06
H -6.899 0.901 -3.090 0.08
H -4.799 3.671 -5.079 0.12
H -5.408 2.023 -5.035 0.10
H -3.339 0.992 -4.850 0.07
H -2.499 2.423 -4.452 0.05
H -3.172 2.212 -6.151 0.08
C 1.237 -3.461 -7.688 -0.08
C 1.158 -3.473 -6.140 -0.26
N -0.114 -3.202 -5.518 -0.23
C -1.122 -4.261 -5.574 -0.24
C -2.230 -4.033 -6.616 -0.07
C -0.554 -1.823 -5.389 -0.25
C -1.395 -1.620 -4.131 -0.07
H 2.308 -3.585 -7.863 0.07
H 0.905 -2.508 -8.098 0.07
H 0.645 -4.247 -8.156 0.06
H 1.620 -4.336 -5.651 0.11
H 1.849 -2.669 -5.861 0.08
H -0.523 -5.168 -5.674 0.11
H -1.552 -4.330 -4.566 0.10
H -1.752 -3.722 -7.544 0.07
H -2.708 -5.008 -6.710 0.07
H -2.888 -3.243 -6.263 0.06
H -0.961 -1.519 -6.368 0.11
H 0.358 -1.218 -5.336 0.10
H -2.411 -1.990 -4.268 0.06
H -1.424 -0.560 -3.881 0.06
H -0.868 -2.191 -3.366 0.07
C 7.842 1.910 4.255 -0.09
C 7.421 1.761 2.777 -0.26
N 6.102 2.231 2.428 -0.19
C 5.909 3.693 2.509 -0.24
C 6.865 4.473 1.606 -0.07
C 5.065 1.512 3.170 -0.26
C 3.666 1.661 2.599 -0.08
H 7.674 0.981 4.805 0.06
H 7.275 2.674 4.792 0.06
H 8.892 2.181 4.367 0.06
H 8.207 2.248 2.196 0.10
H 7.472 0.706 2.494 0.11
H 5.910 4.051 3.553 0.11
H 4.850 3.826 2.292 0.09
H 7.617 4.976 2.210 0.07
H 6.270 5.179 1.027 0.06
H 7.388 3.855 0.879 0.07
H 5.381 0.464 3.139 0.12
H 5.051 1.763 4.243 0.11
H 3.258 2.665 2.731 0.07
H 3.662 1.368 1.548 0.07
H 2.887 1.054 3.061 0.04
C -7.530 -2.164 2.154 -0.08
C -6.377 -1.683 1.267 -0.25
N -5.324 -0.857 1.900 -0.18
C -4.630 -1.675 2.889 -0.27
C -3.933 -2.888 2.290 -0.08
C -5.937 0.343 2.477 -0.25
C -5.026 1.574 2.404 -0.06
H -8.150 -2.874 1.604 0.07
H -8.157 -1.346 2.502 0.07
H -7.175 -2.733 3.016 0.07
H -5.910 -2.505 0.726 0.10
H -6.806 -1.022 0.507 0.11
H -3.799 -1.103 3.332 0.09
H -5.225 -1.819 3.803 0.11
H -3.569 -2.701 1.280 0.07
H -3.133 -3.275 2.922 0.06
H -4.573 -3.771 2.195 0.07
H -6.144 0.102 3.530 0.11
H -6.905 0.638 2.070 0.11
H -4.423 1.662 1.503 0.06
H -4.370 1.534 3.276 0.05
H -5.658 2.459 2.492 0.07
C 3.695 5.554 -1.367 -0.09
C 2.434 6.331 -1.719 -0.26
N 1.613 5.693 -2.764 -0.19
C 1.138 4.389 -2.283 -0.25
C 0.557 3.473 -3.391 -0.08
C 0.471 6.531 -3.129 -0.26
C 0.926 7.786 -3.894 -0.09
H 4.369 6.113 -0.712 0.06
H 4.256 5.301 -2.267 0.08
H 3.512 4.645 -0.792 0.06
H 1.844 6.580 -0.826 0.12
H 2.741 7.265 -2.196 0.10
H 1.866 3.779 -1.754 0.09
H 0.308 4.558 -1.578 0.11
H -0.385 3.925 -3.714 0.04
H 1.205 3.331 -4.251 0.07
H 0.241 2.541 -2.928 0.04
H -0.238 6.711 -2.309 0.12
H -0.071 5.909 -3.844 0.09
H 0.152 8.154 -4.568 0.07
H 1.770 7.538 -4.540 0.08
H 1.264 8.578 -3.227 0.06
C 0.302 -4.547 6.384 -0.08
C -0.488 -5.807 5.984 -0.26
N 0.012 -6.272 4.658 -0.18
C -0.553 -7.625 4.462 -0.26
C -0.013 -8.309 3.196 -0.09
C -0.538 -5.311 3.676 -0.27
C 0.566 -4.984 2.643 -0.06
H 1.320 -4.708 6.031 0.08
H 0.351 -4.370 7.460 0.07
H -0.065 -3.601 5.981 0.04
H -0.229 -6.619 6.669 0.11
H -1.581 -5.732 5.995 0.11
H -0.192 -8.213 5.306 0.11
H -1.647 -7.579 4.519 0.11
H -0.344 -7.904 2.235 0.06
H 1.063 -8.148 3.084 0.08
H -0.219 -9.377 3.231 0.07
H -0.917 -4.379 4.101 0.09
H -1.444 -5.738 3.223 0.11
H 0.211 -4.363 1.818 0.05
H 0.700 -5.979 2.217 0.05
H 1.453 -4.580 3.118 0.07
C 6.544 -1.305 -4.000 -0.10
C 5.509 -1.764 -2.983 -0.25
N 4.379 -0.834 -2.839 -0.16
C 3.582 -0.658 -4.057 -0.25
C 2.680 0.561 -3.973 -0.09
C 3.499 -1.336 -1.792 -0.28
C 3.990 -1.321 -0.313 -0.06
H 6.129 -1.228 -5.001 0.06
H 7.415 -1.963 -3.960 0.07
H 7.001 -0.342 -3.751 0.08
H 5.117 -2.731 -3.338 0.12
H 6.014 -1.965 -2.040 0.10
H 2.968 -1.503 -4.408 0.10
H 4.298 -0.549 -4.873 0.10
H 3.171 1.388 -3.458 0.08
H 1.763 0.399 -3.398 0.05
H 2.290 0.850 -4.951 0.07
H 2.579 -0.739 -1.819 0.08
H 2.955 -2.289 -1.939 0.12
H 4.808 -2.039 -0.225 0.06
H 4.469 -0.355 -0.144 0.07
H 3.122 -1.549 0.295 0.06
C -2.097 -0.508 0.511 -0.15
C -1.152 -1.651 0.074 -0.15
O -0.226 -0.962 -0.759 -0.21
S 0.201 0.416 -0.010 0.62
O 0.633 1.397 -0.954 -0.22
O 0.927 0.239 1.214 -0.23
O -1.354 0.730 0.297 -0.23
H -2.472 -0.512 1.534 0.09
H -3.025 -0.385 -0.047 0.12
H -1.608 -2.306 -0.666 0.13
H -0.650 -2.168 0.890 0.12
```

2.
A 2-piece molecular cluster, C5H9NO overall at a distorted geometry, computed with the ωB97M-V functional and the def2-TZVPD basis.

Calculated values
* SMILES string: Cc1cc[nH]c1.O
* net charge: 0
* orbital gap: 9.374 eV

```
16
Properties=species:S:1:pos:R:3:lowdin_charge:R:1
C 1.516 -0.793 0.568 -0.10
C 0.309 0.025 0.657 -0.38
C -0.977 -0.517 0.787 -0.02
N -1.754 0.571 0.281 0.01
C -1.005 1.752 0.028 -0.07
C 0.315 1.429 0.442 -0.05
H 1.333 -1.874 0.595 0.08
H 2.168 -0.465 -0.297 0.10
H 2.215 -0.641 1.451 0.09
H -1.396 -1.467 0.970 0.11
H -2.680 0.434 0.245 0.08
H -1.460 2.649 -0.074 0.06
H 1.181 2.180 0.346 0.13
H -0.444 -0.571 -1.771 -0.02
H 0.755 -1.487 -1.902 0.03
O -0.075 -1.226 -2.326 -0.04
```

3.
One molecule with the formula C4H12N2 at a distorted geometry, computed with the ωB97M-V functional and the def2-TZVPD basis.

Calculated values
* SMILES string: CCNCCN
* net charge: 0
* orbital gap: 10.034 eV

```
18
Properties=species:S:1:pos:R:3:lowdin_charge:R:1
N 0.230 2.866 1.208 0.03
C 0.297 1.709 0.354 -0.30
C 0.366 0.283 1.028 -0.23
N 0.745 -0.893 0.099 -0.10
C -0.130 -0.849 -1.118 -0.31
C -0.609 -2.307 -1.234 -0.14
H -0.634 3.284 1.167 0.04
H 0.556 2.700 2.072 0.02
H -0.506 1.594 -0.379 0.08
H 1.322 1.713 -0.293 0.14
H -0.563 0.222 1.631 0.11
H 1.218 0.236 1.699 0.09
H 0.552 -1.797 0.640 0.11
H 0.388 -0.483 -2.107 0.14
H -1.066 -0.239 -0.911 0.10
H 0.400 -2.912 -1.326 0.12
H -1.294 -2.733 -0.493 0.07
H -1.273 -2.395 -2.036 0.03
```

4.
A 2-piece molecular cluster, C4H11NO3S overall at a distorted geometry, computed with the ωB97M-V functional and the def2-TZVPD basis.

Calculated values
* SMILES string: C[S@@](=O)(O)=NO.C=CC
* net charge: 0
* orbital gap: 9.851 eV

```
20
Properties=species:S:1:pos:R:3:lowdin_charge:R:1
C -2.232 0.568 -0.769 -0.12
C -1.727 0.353 1.566 -0.03
C 3.045 -1.873 -2.553 -0.10
C -1.302 0.691 0.373 -0.28
N 1.670 0.556 -1.540 -0.26
O 0.365 -1.513 -2.150 -0.30
O 1.988 -1.406 -0.277 -0.19
O 0.812 1.038 -2.609 -0.15
S 1.624 -0.981 -1.702 0.63
H -1.995 1.464 -1.472 0.10
H -1.811 -0.218 -1.378 0.05
H -3.282 0.450 -0.436 0.09
H -2.727 -0.064 1.828 0.07
H 1.914 -0.672 0.368 0.12
H -1.024 0.329 2.395 0.04
H 3.437 -1.036 -3.063 0.02
H 3.689 -2.299 -1.718 0.08
H 2.553 -2.676 -3.311 0.12
H -0.406 1.313 0.249 0.10
H -0.046 0.697 -2.415 0.01
```

5.
One molecule with the formula C3H6N2O2, computed with the ωB97M-V functional and the def2-TZVPD basis.

Calculated values
* SMILES string: [H]/N=C(/NC=O)OC
* net charge: 0
* orbital gap: 10.789 eV

```
13
Properties=species:S:1:pos:R:3:lowdin_charge:R:1
C -1.853 -0.013 -0.846 -0.06
O -0.653 0.740 -0.985 -0.07
C 0.480 0.199 -0.458 -0.51
N 1.538 0.005 -1.122 0.17
N 0.429 -0.069 0.912 0.12
C 1.578 -0.199 1.684 -0.30
O 1.560 -0.246 2.891 0.04
H -2.187 -0.091 0.196 0.08
H -1.731 -1.014 -1.271 0.10
H -2.612 0.527 -1.412 0.09
H 1.381 0.287 -2.085 0.07
H -0.419 0.114 1.429 0.14
H 2.488 -0.239 1.069 0.13
```

no.,E_HOMO (eV)
1,-7.65
2,-8.41
3,-8.93
4,-9.36
5,-10.12